{"formula": "C3H8O2S2", "method": "wB97M-V/def2-TZVPD", "fmax_ev_per_a": 4.0, "e_tot_ev": -29004.502, "multiplicity": 1, "de_lowest_kcal_mol": 54.1, "orbital_gap_ev": 9.5, "e_homo_ev": -9.298, "symbols": ["C", "C", "O", "C", "S", "S", "H", "H", "H", "H", "H", "H", "H", "H", "O"], "coordinates": [[0.9180, -1.3786, 1.1643], [2.0645, -1.3334, 0.1348], [2.8677, -0.4114, -0.0121], [-0.5311, -1.2312, 0.5004], [-1.7990, 0.1031, 0.8759], [-1.9498, 0.6626, -1.1419], [0.9346, -0.4435, 1.8590], [1.0997, -2.2636, 1.6928], [1.9009, -1.9586, -0.7619], [-1.1422, -2.1807, 0.7980], [-0.3081, -1.1861, -0.5396], [-0.8765, 1.5695, -1.4386], [2.6097, 1.6215, -1.3429], [2.2251, 1.9759, 0.0410], [1.9860, 2.1957, -0.8440]]}